{
  "formula": "H14O7",
  "method": "ωB97M-V with the def2-TZVPD basis set",
  "elements": ["O", "H", "H", "O", "H", "H", "O", "H", "H", "O", "H", "H", "O", "H", "H", "O", "H", "H", "O", "H", "H"],
  "xyz": [[0.30, -0.51, -1.02], [-0.02, 0.31, -0.64], [-0.37, -1.16, -0.77], [-1.89, -2.57, 1.61], [-1.93, -3.26, 2.28], [-1.49, -1.82, 2.06], [0.42, 4.01, -0.14], [0.61, 3.14, 0.23], [1.07, 4.12, -0.84], [4.32, 0.80, 1.18], [4.94, 0.99, 1.89], [3.85, 1.64, 1.05], [3.27, -2.59, -1.14], [2.60, -3.10, -1.60], [3.00, -1.67, -1.28], [-3.20, 0.84, 0.46], [-4.06, 0.41, 0.39], [-3.00, 0.80, 1.41], [-3.01, -0.05, -1.09], [-3.56, -0.62, -1.65], [-3.26, 0.84, -1.35]],
  "lumo_ev": 0.17,
  "de_lowest_kcal_mol": 110.1,
  "smiles": "O.O.O.O.O.O.O",
  "homo_energy_ev": -9.261,
  "mol_weight_da": 126.105
}